(A)
Computed, not measured: C5H5NO as an isolated structure, with ωB97M-V/def2-TZVPD.

The value obtained for the gap between HOMO and LUMO is 10.42 eV. As for the total charge: 0. As for the LUMO energy: 0.879 eV.

XYZ file:
```
12
C5H5NO (ωB97M-V/def2-TZVPD)
C 0.6935 -1.4128 0.0252
C -0.7596 0.2439 -1.3132
C 0.4252 0.8635 -0.6301
C 0.1996 0.8442 0.8169
C -0.1672 0.6976 2.0173
H -0.2282 -2.4024 0.1629
H -1.6922 0.1927 -0.4509
H -0.8199 0.6816 -2.3421
H 1.1003 1.5459 -1.1152
H -0.7445 0.5127 3.0953
N 0.5356 -0.5976 -1.1482
O 1.4574 -1.1693 0.8820
```

***

(B)
Computed, not measured: C5H5NO in the gas phase, with ωB97M-V/def2-TZVPD.

Its SMILES is C=C(C#N)CC=O. The value obtained for the gap between HOMO and LUMO is 10.07 eV. As for the total charge: 0. As for the LUMO energy: 0.040 eV.

XYZ file:
```
12
C5H5NO (ωB97M-V/def2-TZVPD)
N 1.4752 -0.8075 2.5558
C 0.8036 -0.6320 1.6283
C -0.0534 -0.5509 0.4745
C -1.3415 -0.1888 0.5332
C 0.3103 1.0680 -0.9298
C 0.5474 -0.4430 -0.9147
O 0.9418 1.7756 -0.1854
H -1.9273 -0.2703 -0.3780
H -1.8080 0.2694 1.3918
H -0.5415 1.4506 -1.5290
H -0.0233 -1.0365 -1.6369
H 1.6165 -0.6346 -1.0097
```

***

(C)
Computed, not measured: C5H5NO in the gas phase, with ωB97M-V/def2-TZVPD.

Its SMILES is N#C[C@@H]1C[C@@H]1C=O. The value obtained for the gap between HOMO and LUMO is 10.86 eV. As for the total charge: 0. As for the LUMO energy: 0.451 eV.

XYZ file:
```
12
C5H5NO (ωB97M-V/def2-TZVPD)
O 0.0094 -1.4737 1.6746
C -0.8968 -0.9870 1.0400
C -0.7111 0.2670 0.2552
C 0.7464 0.7637 0.5001
C 0.2581 0.5523 -0.8765
C 0.7292 -0.4896 -1.7528
N 1.0500 -1.3123 -2.4990
H -1.9206 -1.3868 1.1520
H -1.6424 0.8411 0.1137
H 1.4636 0.0085 0.8456
H 0.9165 1.7409 0.9266
H -0.0024 1.4760 -1.3793
```

***

(D)
Computed, not measured: C5H5NO as an isolated structure, with ωB97M-V/def2-TZVPD.

The value obtained for the gap between HOMO and LUMO is 9.74 eV. As for the total charge: 0. As for the LUMO energy: 0.241 eV.

XYZ file:
```
12
C5H5NO (ωB97M-V/def2-TZVPD)
N 2.7977 1.1624 -0.1040
C 1.9385 0.3983 0.0401
C 0.8297 -0.5541 0.2080
O 0.0705 -0.3125 1.3839
C -1.1578 -0.1574 0.6200
C -1.5644 1.0643 0.0218
C -0.3747 -0.3379 -0.7405
H 1.2267 -1.5769 0.1878
H -1.8920 -0.9214 0.8737
H -0.3652 0.5662 -1.3670
H -0.7976 1.8334 0.2389
H -0.7113 -1.1644 -1.3627
```

***

Order from most stable to least stable according to the calculation: (C), (B), (D), (A)

***

(A)
Computed, not measured: C5H5NO in the gas phase, with ωB97M-V/def2-TZVPD.

Its SMILES is [H]/N=C(\C=C)C=C=O. The value obtained for the gap between HOMO and LUMO is 9.14 eV. As for the total charge: 0. As for the LUMO energy: 0.020 eV.

XYZ file:
```
12
C5H5NO (ωB97M-V/def2-TZVPD)
C 0.5695 -0.8391 -0.0490
C 1.3058 0.0687 0.7813
C -0.8650 -0.2175 -0.2599
C -1.1283 0.8529 -1.0117
N 0.8214 -2.0739 -0.0992
C 0.6693 1.1930 1.0852
O 0.5482 2.2961 1.4630
H 0.1175 -2.6703 -0.5198
H 2.1353 -0.2994 1.3678
H -1.6159 -1.0046 -0.2741
H -0.4826 1.7164 -0.9675
H -2.0751 0.9778 -1.5160
```

***

(B)
Computed, not measured: C5H5NO in the gas phase, with ωB97M-V/def2-TZVPD.

Its SMILES is N#C[C@@H]1C[C@@H]1C=O. The value obtained for the gap between HOMO and LUMO is 10.80 eV. As for the total charge: 0. As for the LUMO energy: 0.469 eV.

XYZ file:
```
12
C5H5NO (ωB97M-V/def2-TZVPD)
O -1.3570 -1.7149 1.3095
C -1.2941 -0.7007 0.6801
C -0.3427 0.4620 0.6535
C 1.0937 0.8210 0.4545
C 0.2605 0.3475 -0.7386
C 0.6734 -0.9728 -1.1749
N 1.0472 -2.0065 -1.5374
H -1.9637 -0.4663 -0.1991
H -0.9393 1.3742 0.6961
H 1.9207 0.1618 0.7104
H 1.3205 1.8764 0.5885
H -0.4191 0.8182 -1.4425
```

***

Order from most stable to least stable according to the calculation: (B), (A)

***

(A)
Computed, not measured: C5H5NO in the gas phase, with ωB97M-V/def2-TZVPD.

Its SMILES is C#C[C@@](C)(O)C#N. The value obtained for the gap between HOMO and LUMO is 11.19 eV. As for the total charge: 0. As for the LUMO energy: 0.263 eV.

XYZ file:
```
12
C5H5NO (ωB97M-V/def2-TZVPD)
C -1.0166 -0.6026 0.7755
C -0.1096 0.3888 0.0197
O -0.0606 1.5535 0.7908
C 1.2018 -0.2100 -0.2511
C 2.2563 -0.7134 -0.5245
C -0.7035 0.7019 -1.3211
N -1.5878 0.3731 -1.9805
H -1.1141 -1.5536 0.2469
H -0.5587 -0.7881 1.7498
H -2.0092 -0.1719 0.9308
H 0.5018 2.1740 0.3116
H 3.2003 -1.1516 -0.7479
```

***

(B)
Computed, not measured: a 2-piece molecular cluster, C5H5NO overall, with ωB97M-V/def2-TZVPD.

The value obtained for the gap between HOMO and LUMO is 7.96 eV. As for the total charge: 0. As for the LUMO energy: -0.426 eV.

XYZ file:
```
12
C5H5NO (ωB97M-V/def2-TZVPD)
O -1.3608 -1.7287 1.0400
C -1.0730 -0.7229 0.5662
C -0.6261 0.4876 0.1184
C 0.9583 0.5584 0.0820
C 0.2233 0.4587 -1.1858
C 0.1809 -0.7333 -2.0257
N 0.2068 -1.6919 -2.6746
H 0.3340 0.5233 3.0350
H -1.2329 1.3482 0.3945
H 1.3944 -0.4072 0.3712
H 0.6863 0.8038 2.4382
H 0.0427 1.3782 -1.7442
```

***

(C)
Computed, not measured: C5H5NO in the gas phase, with ωB97M-V/def2-TZVPD.

Its SMILES is C#C/C(N)=C/C=O. The value obtained for the gap between HOMO and LUMO is 9.01 eV. As for the total charge: 0. As for the LUMO energy: -0.166 eV.

XYZ file:
```
12
C5H5NO (ωB97M-V/def2-TZVPD)
C -0.2192 0.2053 -0.0736
C 0.4917 -0.8971 0.1289
C 1.8779 -0.7111 -0.0359
C -1.7526 0.0058 -0.1402
C -2.9657 -0.2599 -0.1507
H -0.2324 2.3780 -0.0479
H 1.4340 1.3653 -0.0736
H 0.2181 -1.9127 -0.1036
H 2.4509 -1.6269 0.3835
H -4.1493 -0.3489 0.2122
N 0.2983 1.5547 0.1337
O 2.5485 0.2475 -0.2328
```

***

(D)
Computed, not measured: C5H5NO in the gas phase, with ωB97M-V/def2-TZVPD.

The value obtained for the gap between HOMO and LUMO (alpha / beta) is 7.63 / 7.63 eV. As for the total charge: 0. As for the LUMO energy (alpha / beta): -0.823 / -0.823 eV.

XYZ file:
```
12
C5H5NO (ωB97M-V/def2-TZVPD)
N 0.8424 0.9206 -0.6510
C 0.5364 -0.2488 -0.0879
C -0.4243 2.2013 -0.4881
C 1.2556 -1.3459 0.1519
C -0.9481 -0.1883 0.6154
C -1.6902 -1.0683 1.0394
O -0.2727 3.2141 -1.0258
H 1.1921 0.8868 -1.6031
H -1.1898 1.0372 0.3122
H 2.2585 -1.4260 -0.2416
H 0.8470 -2.1598 0.7281
H -2.4068 -1.8229 1.2504
```

***

Order from most stable to least stable according to the calculation: (A), (C), (B), (D)